Computed, not measured: a 2-piece molecular cluster, C9H14 overall, with ωB97M-V/def2-TZVPD.

Geometry as ORCA input:
```
! wB97M-V def2-TZVPD RIJCOSX def2/J DEFGRID3
* xyz 0 1
C 0.8185 2.1960 -1.4493
C 0.9292 1.3217 -0.2060
C 1.9477 0.4012 -0.1374
C 1.9884 -0.4860 0.9586
C 1.0692 -0.3438 1.9768
C 0.1105 0.6704 1.9763
C 0.0652 1.5218 0.8763
H 0.3741 3.1380 -1.1376
H 0.1292 1.7650 -2.1745
H 1.8096 2.4023 -1.8376
H 2.7522 0.2807 -0.8499
H 2.7668 -1.2339 1.0266
H 1.1876 -1.0430 2.7984
H -0.4703 0.7644 2.8829
H -0.6930 2.2859 0.8825
C -1.7197 -1.5787 0.0412
C -2.0355 -1.8028 -1.4765
H -1.1499 -2.3835 0.5132
H -1.0528 -0.7253 0.0320
H -2.5674 -1.5178 0.7228
H -1.4384 -1.1080 -2.0507
H -3.1086 -1.7194 -1.6142
H -1.7126 -2.8053 -1.7536
*
```

The calculation puts the energy relative to the best compared isomer or geometry (same formula, charge and spin) at 13.4 kcal/mol. As for the SMILES: Cc1ccccc1.CC. The value obtained for the maximum force is 2.12 eV/A. The lowest unoccupied orbital energy is 1.04 eV. For the HOMO energy, the calculation gives -9.119 eV.


Computed, not measured: C2H5Br3NO as an isolated structure, with ωB97M-V/def2-TZVPD.

Geometry as ORCA input:
```
! wB97M-V def2-TZVPD RIJCOSX def2/J DEFGRID3
* xyz 1 1
C -0.7934 -1.1806 -0.4997
C -0.6089 0.1787 0.0182
N -0.3536 -2.2119 0.1184
O 1.3068 2.4668 0.0803
Br -1.8484 1.6176 -0.3727
Br 0.1180 0.4201 1.6427
Br 0.9710 0.3022 -1.5632
H -1.3362 -1.2802 -1.5124
H 1.1630 2.7550 -0.8836
H -0.3133 -3.0500 -0.3684
H 0.1728 -2.0735 0.9729
H 1.1836 3.2431 0.6380
*
```

The calculation puts the energy relative to the best compared isomer or geometry (same formula, charge and spin) at 40.2 kcal/mol. The value obtained for the maximum force is 2.78 eV/A. The lowest unoccupied orbital energy is -5.86 eV. For the HOMO energy, the calculation gives -14.549 eV.


Computed, not measured: C27H45As2N8O2PSTi as an isolated structure, with ωB97M-V/def2-TZVPD.

Geometry as ORCA input:
```
! wB97M-V def2-TZVPD RIJCOSX def2/J DEFGRID3
* xyz 0 3
Ti 0.7266 -0.5242 -0.1630
N 3.9360 -0.1657 -3.4181
C 2.9941 -0.0908 -2.3933
S 2.5434 -1.5817 -1.6128
N 2.4746 1.0703 -2.1758
N 1.4792 1.0534 -1.1913
C 1.0934 2.2957 -0.8799
C 0.1094 2.6942 0.0935
C -0.1157 4.0844 0.2265
C -1.0461 4.6090 1.0922
C -1.8150 3.7409 1.8789
C -1.6232 2.3783 1.7785
C -0.6707 1.8317 0.9109
O -0.5335 0.5087 0.8407
H 4.5707 -0.9435 -3.3366
H 4.3850 0.7147 -3.6197
H 1.5925 3.0858 -1.4332
H 0.4772 4.7502 -0.3917
H -1.1824 5.6805 1.1581
H -2.5536 4.1319 2.5672
H -2.2044 1.6944 2.3816
C 3.6592 -1.0518 2.6743
As 2.5199 0.1441 1.6417
C 3.9107 1.2558 0.8930
C 1.7979 1.2699 3.0770
C 2.1566 2.6138 3.1557
C 1.5588 3.4569 4.0828
C 0.5909 2.9602 4.9443
C 0.2311 1.6218 4.8653
C 0.8189 0.7729 3.9322
As 0.2819 -1.1196 3.8418
C 0.4784 -1.5338 5.7346
C -1.6568 -0.9169 3.8009
H 4.1931 -0.4722 3.4264
H 4.3741 -1.5297 2.0027
H 3.0578 -1.8211 3.1523
H 4.6443 1.5299 1.6511
H 3.4736 2.1416 0.4378
H 4.3802 0.6662 0.1054
H 2.8895 3.0292 2.4771
H 1.8400 4.5016 4.1184
H 0.1080 3.6101 5.6628
H -0.5322 1.2447 5.5363
H -0.1018 -0.8475 6.3511
H 1.5293 -1.4589 6.0091
H 0.1383 -2.5540 5.9104
H -1.9983 -0.1089 4.4473
H -2.0869 -1.8588 4.1465
H -1.9778 -0.7251 2.7803
C -3.2511 -2.7010 -2.0122
N -2.4934 -2.1932 -3.1443
C -3.1477 -2.4706 -4.4153
P -1.5624 -0.8417 -2.9023
O -0.9174 -0.9590 -1.5584
N -2.4366 0.5403 -2.9409
C -3.1527 0.9747 -4.1265
C -2.6335 1.3861 -1.7705
N -0.6448 -0.8067 -4.2608
C 0.1764 -1.9742 -4.6081
C 0.0406 0.4399 -4.6314
H -3.2676 -3.7938 -2.0244
H -4.2886 -2.3468 -2.0434
H -2.8059 -2.3699 -1.0757
H -3.2425 -3.5512 -4.5488
H -2.5695 -2.0780 -5.2457
H -4.1555 -2.0396 -4.4533
H -2.8816 0.3761 -4.9933
H -2.9027 2.0168 -4.3480
H -4.2361 0.9113 -3.9828
H -2.1398 0.9551 -0.9061
H -3.7021 1.4809 -1.5532
H -2.2229 2.3847 -1.9426
H -0.3222 -2.8963 -4.3195
H 1.1463 -1.9258 -4.1061
H 0.3263 -1.9850 -5.6899
H -0.5071 1.3059 -4.2687
H 0.0994 0.4956 -5.7206
H 1.0457 0.4752 -4.2155
N -0.6229 -4.3354 1.1233
C 0.7125 -4.6855 1.1549
C 1.3897 -3.5552 0.8257
N 0.4918 -2.5295 0.5976
C -0.6987 -3.0365 0.7892
H -1.4063 -4.9341 1.3164
H 1.0440 -5.6797 1.3890
H 2.4498 -3.4001 0.7223
H -1.6272 -2.4926 0.7183
*
```

The calculation puts the energy relative to the best compared isomer or geometry (same formula, charge and spin) at 9.5 kcal/mol. The value obtained for the maximum force is 1.32 eV/A. The lowest unoccupied orbital energy (alpha / beta) is 0.26 / 0.26 eV. For the HOMO energy (alpha / beta), the calculation gives -4.622 / -6.704 eV.


Computed, not measured: C9H10F15NaO17S5 as an isolated structure, with ωB97M-V/def2-TZVPD.

Geometry as ORCA input:
```
! wB97M-V def2-TZVPD RIJCOSX def2/J DEFGRID3
* xyz -4 1
Na 2.6291 -1.8246 -19.5221
C 2.9183 -5.1467 -16.1663
F 2.3567 -5.0491 -14.9259
F 3.8009 -4.1385 -16.3539
F 3.5659 -6.2743 -16.2958
S 1.7089 -5.0515 -17.7138
O 0.3735 -5.4188 -17.2293
O 1.5811 -3.6473 -18.1817
O 2.3013 -5.9918 -18.6776
C 7.0115 -2.8286 -21.0510
F 7.8458 -1.7956 -21.2423
F 6.4014 -3.1965 -22.1734
F 7.6753 -3.9047 -20.5352
S 5.6487 -2.4123 -19.7108
O 4.7110 -3.5208 -19.6032
O 6.4852 -2.2241 -18.5160
O 4.9841 -1.1933 -20.2788
C -0.2060 -3.4406 -22.6780
F -1.2212 -4.2524 -23.0503
F 0.6506 -3.2132 -23.6742
F -0.6753 -2.3287 -22.0879
S 0.8540 -4.3245 -21.3135
O 1.8059 -3.3038 -21.0083
O -0.1688 -4.6142 -20.2621
O 1.4295 -5.5183 -21.8406
C -0.2945 1.4595 -21.0246
F -0.4972 2.5208 -21.8043
F -1.0318 1.5840 -19.8575
F -0.5826 0.2608 -21.6119
S 1.6118 1.5211 -20.5941
O 1.8998 0.3840 -19.7678
O 2.3224 1.5408 -21.9058
O 1.7293 2.7877 -19.8367
C 1.5403 -0.2362 -14.8989
F 0.4102 0.0909 -15.5138
F 1.6472 0.5718 -13.8034
F 1.4860 -1.5280 -14.5364
S 3.0270 0.1584 -16.1043
O 2.7861 1.5245 -16.4521
O 4.2776 -0.0051 -15.3556
O 2.9105 -0.7799 -17.2303
C -4.0990 -5.1621 -16.4082
O -2.9823 -4.3329 -16.5954
C -3.0026 -3.0847 -15.8370
C -1.6606 -2.2980 -16.1569
O -1.3721 -2.4583 -17.6259
C -0.6322 -1.3915 -18.2350
H -4.0394 -6.1726 -16.8126
H -4.9100 -4.5555 -16.8112
H -4.3070 -5.1513 -15.3383
H -2.9578 -3.2950 -14.7684
H -3.9080 -2.5478 -16.1198
H -0.8558 -2.8659 -15.6902
H -1.6756 -1.2655 -15.8078
H -1.3370 -0.5633 -18.3087
H -0.1721 -1.5256 -19.2140
H 0.2182 -1.0432 -17.6488
*
```

The calculation puts the energy relative to the best compared isomer or geometry (same formula, charge and spin) at 91.9 kcal/mol. The value obtained for the maximum force is 4.92 eV/A. The lowest unoccupied orbital energy is 7.16 eV. For the HOMO energy, the calculation gives 1.552 eV.


Computed, not measured: a 5-piece molecular cluster, C24H60F3N4O6S overall, with ωB97M-V/def2-TZVPD.

Geometry as ORCA input:
```
! wB97M-V def2-TZVPD RIJCOSX def2/J DEFGRID3
* xyz 3 1
C -1.4788 3.2507 -3.2983
C -2.3800 1.9885 -3.0553
C -3.7207 2.2620 -2.4543
O -4.3714 1.0691 -2.0339
C -5.5904 1.1733 -1.2920
N -2.6197 1.4453 -4.4963
H -3.1472 2.1385 -5.0074
H -1.7186 1.2144 -4.8897
H -3.1337 0.5763 -4.5221
H -0.4775 3.0017 -3.6496
H -1.3427 3.9592 -2.4812
H -1.8606 3.9720 -4.0209
H -1.8871 1.1440 -2.5737
H -4.4333 2.7925 -3.0858
H -3.4807 2.8157 -1.5466
H -6.1284 0.2348 -1.1587
H -6.2264 1.9502 -1.7164
H -5.5085 1.5283 -0.2647
C 3.1229 0.1856 5.4066
C 2.8114 1.3433 4.4342
C 1.5081 1.9948 4.9176
O 1.4667 2.2890 6.3541
C 0.1732 2.8905 6.7459
N 4.0013 2.3430 4.3795
H 4.1077 2.7660 3.4685
H 3.8968 3.0893 5.0519
H 4.9302 2.0141 4.6010
H 2.2070 -0.2792 5.7714
H 3.6213 0.4844 6.3287
H 3.6706 -0.6815 5.0375
H 2.6905 0.9903 3.4100
H 0.6986 1.4097 4.4813
H 1.3676 2.9346 4.3837
H 0.2283 3.0160 7.8273
H -0.7654 2.3652 6.5690
H 0.0881 3.8973 6.3370
C 1.3943 4.2465 -0.9919
C 2.1602 2.8720 -1.0732
C 3.3886 2.7506 -1.9673
O 4.0460 1.4898 -1.8328
C 5.2657 1.3003 -2.5424
N 2.4542 2.4092 0.3771
H 1.6837 1.9057 0.7930
H 3.2740 1.8205 0.4147
H 2.6465 3.1794 1.0014
H 1.9822 5.0559 -0.5589
H 0.4565 4.0880 -0.4596
H 1.0409 4.4840 -1.9953
H 1.5105 2.0692 -1.4216
H 4.0690 3.5328 -1.6306
H 3.0786 2.8820 -3.0040
H 5.6381 0.2830 -2.4220
H 5.9681 2.0214 -2.1243
H 5.2410 1.5543 -3.6021
C -0.6840 -6.1743 2.4980
C -0.8018 -5.9630 0.9657
C -0.7371 -4.4364 0.4890
C -1.0062 -4.4705 -0.9943
N -1.0222 -3.0015 -1.6718
C -2.3581 -2.2774 -1.3564
C -3.3577 -2.7937 -2.4498
C -2.5981 -3.5408 -3.5201
C -1.1475 -3.0748 -3.1834
C 0.2115 -2.1290 -1.2338
C 1.6616 -2.6747 -1.4546
C 2.7497 -1.7034 -0.9834
H -1.3184 -5.5660 3.1427
H 0.3405 -6.0381 2.8441
H -0.8406 -7.2123 2.7916
H -1.8038 -6.2730 0.6693
H -0.0508 -6.5782 0.4699
H 0.2755 -4.0768 0.6716
H -1.4461 -3.8606 1.0837
H -2.0215 -4.8143 -1.1919
H -0.1804 -5.0337 -1.4289
H -2.1809 -1.2036 -1.4169
H -2.6824 -2.5380 -0.3490
H -3.7278 -1.8261 -2.7887
H -4.2726 -3.2299 -2.0489
H -3.0381 -3.1699 -4.4458
H -2.6562 -4.6189 -3.3701
H -0.8922 -2.0727 -3.5279
H -0.4882 -3.7987 -3.6625
H 0.1990 -1.8526 -0.1795
H 0.0726 -1.1786 -1.7492
H 1.9022 -2.7997 -2.5103
H 1.7853 -3.6393 -0.9622
H 2.8710 -0.8117 -1.5984
H 3.7434 -2.1452 -0.9097
H 2.4662 -1.3267 -0.0007
C -2.3481 1.7694 1.8687
F -2.3974 1.6628 3.1960
F -3.5103 1.4741 1.3681
F -2.0895 3.0965 1.6254
S -0.8093 0.7428 1.2107
O -1.1237 -0.6832 1.2564
O -0.6118 1.2386 -0.1577
O 0.3069 1.0898 2.0767
*
```

The calculation puts the energy relative to the best compared isomer or geometry (same formula, charge and spin) at 70.4 kcal/mol. The value obtained for the maximum force is 2.50 eV/A. The lowest unoccupied orbital energy is -7.51 eV. For the HOMO energy, the calculation gives -16.590 eV.